1.
A single C14H18N4O9 molecule. Source: OMol25; level of theory: ωB97M-V/def2-TZVPD.

Geometry as XYZ:
```
45
Properties=species:S:1:pos:R:3:mulliken_charge:R:1
O 0.161 -0.561 -4.487 -0.58
C -0.147 0.376 -3.774 0.48
O 0.720 1.015 -2.916 -0.43
C -1.602 0.863 -3.794 -0.55
C -2.468 0.221 -2.699 -0.94
C -2.031 0.668 -1.352 0.29
N -2.339 1.887 -0.968 -0.59
C -1.820 2.404 0.218 0.45
C -2.116 3.771 0.727 0.20
O -2.899 4.535 0.184 -0.67
N -1.483 4.269 1.774 -0.03
C -0.578 3.530 2.475 0.25
O -0.045 4.033 3.449 -0.66
N -0.371 2.229 2.176 -0.03
C -0.962 1.643 1.041 0.32
N -0.718 0.318 0.750 0.50
C -0.025 -0.548 1.714 -1.80
C 1.525 -0.638 1.538 -0.09
O 1.991 0.648 1.233 -0.72
C 2.051 -1.527 0.358 -0.21
O 1.631 -0.936 -0.902 -0.55
C 1.773 -3.034 0.434 0.22
O 0.391 -3.377 0.577 -0.68
C 2.524 -3.710 1.578 -0.88
O 1.938 -3.492 2.850 -0.54
C -1.250 -0.198 -0.426 0.52
O -1.037 -1.384 -0.685 -0.85
H 1.569 0.543 -2.923 0.35
H -1.553 1.975 -3.640 0.37
H -2.028 0.676 -4.798 0.38
H -2.467 -0.867 -2.810 0.38
H -3.499 0.599 -2.813 0.42
H -1.607 5.238 1.986 0.23
H 0.521 1.826 2.447 0.16
H -0.453 -1.546 1.676 0.74
H -0.144 -0.214 2.740 0.63
H 1.915 -1.001 2.455 0.74
H 1.943 0.712 0.246 0.44
H 3.164 -1.452 0.391 0.30
H 0.684 -1.202 -1.083 0.47
H 2.145 -3.489 -0.478 0.35
H -0.072 -2.867 -0.140 0.43
H 3.567 -3.425 1.556 0.43
H 2.504 -4.801 1.402 0.35
H 0.998 -3.707 2.716 0.37
```

M   386.3 g mol⁻¹
Lowest unoccupied orbital energy   -0.723 eV
Max |F|   0.0910 hartree/bohr
SMILES string   O=C(O)CCc1nc2c(=O)[nH]c(=O)[nH]c2n(C[C@H](O)[C@H](O)[C@H](O)CO)c1=O


2.
A 2-piece molecular cluster, C4H7BrN overall. Source: OMol25; level of theory: ωB97M-V/def2-TZVPD.

Geometry as XYZ:
```
13
Properties=species:S:1:pos:R:3:mulliken_charge:R:1
C 0.974 0.905 0.867 -0.46
C -0.268 1.408 0.267 0.09
C -1.040 -0.899 -1.115 -0.03
C -0.380 -2.111 -0.797 -0.31
N 0.822 2.136 0.118 -0.16
Br -2.096 -1.960 0.238 0.16
H 1.168 0.746 1.918 0.27
H 1.398 0.127 0.286 0.30
H -0.759 0.062 -0.648 -0.02
H -1.354 1.663 0.645 0.36
H 0.545 -1.876 -0.143 0.15
H -0.330 -2.999 -1.262 0.38
H 1.319 2.796 -0.374 0.28
```

M   149.0 g mol⁻¹
Total charge   +1
Lowest unoccupied orbital energy (alpha / beta)   -5.430 / -6.070 eV
Max |F|   0.1264 hartree/bohr


3.
A single C4H6O2 molecule. Source: OMol25; level of theory: ωB97M-V/def2-TZVPD.

Geometry as XYZ:
```
12
Properties=species:S:1:pos:R:3:mulliken_charge:R:1
C 1.444 0.159 -0.699 -1.00
C 0.306 0.776 0.104 0.77
O 0.009 1.940 0.015 -0.53
C -0.518 -0.276 1.007 -0.69
C -1.621 -0.467 0.007 0.08
O -1.365 -0.269 -1.162 -0.47
H 1.226 0.141 -1.774 0.26
H 1.642 -0.866 -0.381 0.31
H 2.335 0.774 -0.548 0.33
H 0.116 -1.164 1.099 0.24
H -0.912 -0.079 2.024 0.34
H -2.662 -0.668 0.308 0.37
```

M   86.1 g mol⁻¹
Lowest unoccupied orbital energy   0.842 eV
Max |F|   0.0199 hartree/bohr
SMILES string   CC(=O)CC=O


4.
A 2-piece molecular cluster, C2H9NOS overall. Source: OMol25; level of theory: ωB97M-V/def2-TZVPD.

Geometry as XYZ:
```
14
Properties=species:S:1:pos:R:3:mulliken_charge:R:1
N 2.123 -1.204 -1.430 -0.55
C 1.330 -0.491 -0.534 0.06
O 1.787 -0.455 0.882 -0.57
H 2.047 -2.187 -1.410 0.20
H 2.127 -1.004 -2.414 0.22
H 0.283 -0.867 -0.394 0.07
H 1.288 0.555 -0.758 0.29
H 2.721 -0.862 0.996 0.28
C -2.228 0.796 1.251 -0.68
S -2.038 1.114 -0.566 -0.18
H -2.128 1.818 1.641 0.25
H -1.555 -0.025 1.624 0.24
H -3.363 0.476 1.406 0.27
H -2.395 2.334 -0.294 0.10
```

M   95.2 g mol⁻¹
Lowest unoccupied orbital energy   0.898 eV
Max |F|   0.0537 hartree/bohr
SMILES string   NCO.CS


5.
A 2-piece molecular cluster, C4H13N6 overall. Source: OMol25; level of theory: ωB97M-V/def2-TZVPD.

Geometry as XYZ:
```
23
Properties=species:S:1:pos:R:3:lowdin_spin:R:1
C -0.670 -0.597 -0.780 0.20
C 0.171 -0.296 0.331 0.10
C -0.385 -0.214 1.557 0.71
C -0.219 -0.622 -2.200 0.04
N -1.965 -0.789 -0.669 0.01
N -2.534 -0.472 0.457 0.43
N 1.595 -0.290 -0.047 0.03
N 2.529 2.057 -0.563 0.00
N -0.043 -0.005 2.844 0.22
N -3.516 -1.140 1.002 0.20
H 3.336 2.565 -0.212 0.00
H -0.891 -1.253 -2.846 0.00
H 0.696 -1.079 -2.256 0.00
H -0.180 0.268 -2.809 0.01
H 2.222 -0.944 0.425 0.00
H 1.741 -0.454 -1.046 0.00
H 2.511 2.191 -1.555 0.00
H 1.815 2.756 -0.366 0.00
H 0.392 0.829 3.064 0.01
H -0.523 -0.393 3.627 0.02
H -4.366 -0.634 1.153 0.02
H 2.102 0.625 0.203 0.00
H -3.819 -2.109 0.685 0.01
```

2S+1   3
M   145.2 g mol⁻¹
Total charge   +1
Lowest unoccupied orbital energy (alpha / beta)   -2.958 / -4.270 eV
Max |F|   0.0728 hartree/bohr
⟨S²⟩   2.062


6.
A 2-piece molecular cluster, C7H8N2O2 overall. Source: OMol25; level of theory: ωB97M-V/def2-TZVPD.

Geometry as XYZ:
```
19
Properties=species:S:1:pos:R:3:mulliken_charge:R:1
C 2.733 0.707 0.260 -0.27
C 1.684 1.716 0.086 -0.50
C 2.392 -0.578 0.412 -0.63
C 0.390 1.317 -0.009 -0.45
C 1.039 -0.939 0.423 0.05
C 0.042 -0.049 0.189 0.87
C -1.375 -0.431 0.039 -0.28
N -1.760 -1.709 0.174 -0.41
N -2.521 0.460 -0.040 1.05
O -2.284 1.650 -0.023 -0.67
O -3.645 -0.085 -0.102 -0.68
H 3.806 0.978 0.271 0.34
H 1.994 2.756 -0.153 0.33
H 3.226 -1.312 0.369 0.31
H -0.495 2.095 -0.258 0.27
H 0.773 -2.102 0.562 0.13
H -1.987 -0.044 -2.153 0.03
H -1.201 -2.450 -0.265 0.23
H -2.812 -1.980 0.217 0.28
```

M   152.2 g mol⁻¹
Lowest unoccupied orbital energy (alpha / beta)   -0.749 / -1.250 eV
Max |F|   0.0865 hartree/bohr


7.
A 7-piece molecular cluster, C37H80IN3O9P2 overall. Source: OMol25; level of theory: ωB97M-V/def2-TZVPD.

Geometry as XYZ:
```
132
Properties=species:S:1:pos:R:3:mulliken_charge:R:1
C 8.568 1.399 4.480 -0.69
O 7.707 2.497 4.635 -0.39
C 6.342 2.172 4.522 -0.86
C 5.881 1.975 3.085 0.86
C 5.988 3.240 2.243 -0.90
C 4.884 4.300 2.451 -0.91
C 3.545 3.761 2.924 -1.18
C 2.883 2.824 1.897 -0.49
C 1.884 1.925 2.619 -1.00
P 0.794 0.754 1.695 0.34
C -0.527 0.834 3.085 -1.98
C 0.021 0.558 4.483 0.64
C -0.866 0.765 5.633 -0.70
O 0.282 1.648 5.324 -0.50
C 0.923 -1.093 1.842 -1.82
C 2.305 -1.716 2.110 0.88
N 3.082 -1.749 0.893 -0.43
N 2.006 -3.063 2.681 -0.85
N 3.075 -1.018 3.122 -0.32
P 2.121 0.842 -0.256 0.03
O 1.379 2.191 -0.858 -0.04
I 1.080 -0.796 -1.818 -0.26
H 8.240 0.545 5.081 0.31
H 8.658 1.081 3.439 0.27
H 9.551 1.702 4.823 0.27
H 6.138 1.250 5.081 0.36
H 5.768 2.954 5.016 0.35
H 4.882 1.542 3.102 -0.81
H 6.525 1.217 2.634 0.44
H 6.032 2.980 1.187 0.38
H 6.945 3.703 2.479 0.47
H 4.738 4.846 1.519 0.33
H 5.237 5.034 3.176 0.43
H 2.858 4.570 3.169 0.59
H 3.680 3.208 3.855 0.42
H 3.682 2.247 1.439 0.32
H 2.410 3.462 1.154 0.45
H 2.426 1.357 3.368 0.53
H 1.194 2.574 3.155 0.66
H -0.228 1.337 0.853 -0.17
H -0.946 1.839 3.110 0.60
H -1.310 0.100 2.892 0.59
H 0.713 -0.266 4.579 0.27
H -0.690 0.238 6.559 0.29
H -1.720 1.418 5.552 0.27
H 0.291 -1.427 2.656 0.62
H 0.507 -1.551 0.946 0.75
H 4.056 -1.945 1.074 0.20
H 2.707 -2.364 0.187 0.18
H 2.909 -3.513 2.814 0.26
H 1.562 -3.614 1.952 0.31
H 3.967 -0.691 2.783 0.14
H 3.182 -1.571 3.957 0.23
H 0.740 2.549 -0.218 0.30
C 0.572 4.894 -2.825 -0.39
C 0.931 5.213 -4.276 -0.60
C 1.819 6.440 -4.109 -0.50
O 2.481 6.288 -2.854 -0.44
C 1.874 5.227 -2.111 -0.05
H 0.261 3.864 -2.664 0.28
H -0.230 5.555 -2.485 0.30
H 1.500 4.388 -4.709 0.27
H 0.067 5.402 -4.911 0.36
H 1.223 7.360 -4.087 0.27
H 2.569 6.536 -4.895 0.28
H 2.548 4.366 -2.104 0.09
H 1.725 5.558 -1.081 0.17
C 1.349 -2.287 -6.943 -0.59
C 1.001 -2.209 -5.457 -0.41
C 1.596 -3.508 -4.934 0.08
O 2.733 -3.790 -5.755 -0.44
C 2.727 -2.936 -6.899 -0.43
H 1.355 -1.320 -7.444 0.33
H 0.639 -2.937 -7.460 0.25
H 1.500 -1.353 -4.999 0.15
H -0.067 -2.126 -5.259 0.34
H 0.881 -4.334 -5.029 -0.11
H 1.914 -3.440 -3.892 0.24
H 3.514 -2.183 -6.782 0.27
H 2.949 -3.531 -7.785 0.27
C -5.574 2.300 2.449 -0.11
C -5.391 1.992 0.963 -0.68
C -3.946 2.421 0.739 -0.46
O -3.264 2.190 1.972 -0.30
C -4.209 1.927 3.010 -0.48
H -6.387 1.745 2.916 0.38
H -5.758 3.367 2.590 -0.14
H -5.500 0.920 0.783 0.30
H -6.090 2.518 0.315 0.36
H -3.883 3.487 0.496 0.25
H -3.449 1.856 -0.051 0.29
H -4.161 0.861 3.267 0.30
H -3.937 2.507 3.893 0.28
C -6.282 7.977 1.956 -0.59
C -6.382 8.044 3.479 -0.58
C -6.275 6.572 3.857 -0.48
O -5.448 5.963 2.865 -0.32
C -5.267 6.857 1.765 -0.36
H -5.967 8.912 1.495 0.34
H -7.245 7.693 1.528 0.28
H -5.537 8.602 3.887 0.26
H -7.300 8.504 3.840 0.33
H -7.258 6.087 3.844 0.28
H -5.826 6.413 4.838 0.32
H -4.242 7.242 1.789 0.26
H -5.407 6.306 0.834 0.27
C -0.315 -8.151 -5.928 -0.61
C -1.151 -8.265 -4.653 -0.31
C -1.549 -6.815 -4.421 -0.15
O -1.640 -6.208 -5.714 -0.46
C -1.067 -7.072 -6.695 -0.42
H -0.232 -9.083 -6.485 0.35
H 0.694 -7.806 -5.686 0.27
H -2.036 -8.878 -4.834 0.18
H -0.613 -8.695 -3.811 0.34
H -0.784 -6.285 -3.841 0.15
H -2.502 -6.712 -3.907 0.10
H -1.873 -7.505 -7.299 0.32
H -0.423 -6.486 -7.352 0.26
C -5.220 -9.117 -1.416 -0.58
C -4.207 -9.407 -0.310 -0.56
C -2.907 -9.488 -1.101 -0.50
O -3.056 -8.600 -2.209 -0.29
C -4.421 -8.196 -2.330 -0.44
H -6.141 -8.658 -1.060 0.34
H -5.479 -10.039 -1.940 0.28
H -4.171 -8.573 0.394 0.27
H -4.416 -10.316 0.251 0.33
H -2.737 -10.502 -1.480 0.29
H -2.034 -9.187 -0.521 0.28
H -4.509 -7.151 -2.014 0.29
H -4.720 -8.266 -3.376 0.28
```

M   899.9 g mol⁻¹
Lowest unoccupied orbital energy   0.444 eV
Max |F|   0.0396 hartree/bohr
SMILES string   COCCCCCCC[PH](C[C@@H]1CO1)(CC(N)(N)N)P(O)I.C1CCOC1.C1CCOC1.C1CCOC1.C1CCOC1.C1CCOC1.C1CCOC1


8.
C2H2FI as an isolated structure. Source: OMol25; level of theory: ωB97M-V/def2-TZVPD.

Geometry as XYZ:
```
6
Properties=species:S:1:pos:R:3:mulliken_charge:R:1
C 0.772 -0.297 0.025 -0.52
C -0.432 0.213 -0.113 0.16
F -0.596 1.867 0.040 -0.36
I -2.332 -0.628 -0.037 0.19
H 0.978 -1.428 0.015 0.22
H 1.611 0.273 0.070 0.31
```

M   171.9 g mol⁻¹
Lowest unoccupied orbital energy   -0.006 eV
Max |F|   0.0934 hartree/bohr